1.
Computed, not measured: a structure of composition C26H32As2PtTe2, with ωB97M-V/def2-TZVPD.

Results
gap between HOMO and LUMO	0.2647	Ha
energy above the lowest of the compared OMol25 structures with the same formula, charge and spin	14.8	kcal per mole
maximum force	0.0166	Eh/bohr

Geometry as ORCA input:
```
! wB97M-V def2-TZVPD RIJCOSX def2/J DEFGRID3
* xyz 2 1
Pt -0.6342 -0.2471 0.3290
C 0.4114 -0.8314 4.0188
As -0.9409 -0.8138 2.6281
C -2.2503 0.4780 3.2492
C -1.8648 -2.5078 2.7789
C -2.1455 -3.0937 4.0061
C -2.8529 -4.2869 4.0493
C -3.2805 -4.8924 2.8762
C -3.0068 -4.3080 1.6478
C -2.3033 -3.1112 1.6011
As -1.8412 -2.2632 -0.0727
C -3.4522 -2.2475 -1.1437
C -0.6370 -3.5194 -0.9357
H -0.0682 -0.9895 4.9836
H 0.9275 0.1249 4.0422
H 1.1164 -1.6378 3.8283
H -2.6066 0.1555 4.2273
H -3.0847 0.5035 2.5517
H -1.8039 1.4669 3.3317
H -1.8187 -2.6365 4.9318
H -3.0701 -4.7478 5.0035
H -3.8285 -5.8239 2.9189
H -3.3458 -4.7921 0.7397
H -3.7512 -3.2699 -1.3695
H -3.2738 -1.7212 -2.0801
H -4.2463 -1.7520 -0.5881
H -1.1054 -4.5028 -0.9325
H 0.2919 -3.5570 -0.3715
H -0.4408 -3.2175 -1.9622
C -1.3691 3.1840 -1.5781
Te -2.0652 1.1633 -1.4236
C -1.0952 0.8964 -3.3258
C -1.0276 2.2833 -3.9079
C -0.8138 2.4762 -5.2673
C -0.6943 3.7584 -5.7778
C -0.7884 4.8547 -4.9319
C -1.0054 4.6689 -3.5761
C -1.1194 3.3843 -3.0561
H -0.5034 3.3663 -0.9452
H -2.1925 3.8111 -1.2395
H -1.6532 0.1824 -3.9274
H -0.0959 0.5032 -3.1434
H -0.7455 1.6221 -5.9304
H -0.5366 3.9029 -6.8379
H -0.7052 5.8562 -5.3314
H -1.0936 5.5261 -2.9195
C 2.6290 0.6020 -0.8343
Te 1.2274 1.6067 0.4565
C 2.6676 1.0980 1.9665
C 3.9738 1.0801 1.2161
C 5.1846 1.2858 1.8650
C 6.3702 1.2378 1.1491
C 6.3504 0.9986 -0.2181
C 5.1440 0.8017 -0.8723
C 3.9544 0.8322 -0.1553
H 2.5869 1.0590 -1.8207
H 2.3523 -0.4496 -0.9053
H 2.4142 0.1130 2.3539
H 2.6395 1.8349 2.7658
H 5.2021 1.4897 2.9288
H 7.3109 1.4030 1.6563
H 7.2751 0.9804 -0.7783
H 5.1286 0.6285 -1.9414
*
```



2.
Computed, not measured: a cluster of 10 separate species, C65H142F3N7O9S in total in a non-equilibrium geometry, with ωB97M-V/def2-TZVPD.

Results
gap between HOMO and LUMO	0.1879	Ha
maximum force	0.0646	Eh/bohr

Geometry as ORCA input:
```
! wB97M-V def2-TZVPD RIJCOSX def2/J DEFGRID3
* xyz 4 1
C 12.3115 22.0411 1.5807
O 13.0643 22.2821 0.4275
C 14.4410 22.7329 0.5983
C 14.9685 23.1969 -0.7630
N 14.4222 22.4358 -2.0154
H 15.1320 21.7521 -2.2364
H 13.5885 21.9098 -1.7954
C 14.0252 23.2964 -3.2024
C 12.5622 23.6935 -3.1065
O 11.8855 22.4637 -2.6816
C 10.7333 22.7152 -1.9093
H 11.4547 21.4484 1.2604
H 12.0574 23.0010 2.0303
H 12.9199 21.3869 2.2052
H 15.0442 21.8993 0.9581
H 14.4581 23.5533 1.3157
H 16.0582 23.2050 -0.7889
H 14.5605 24.1960 -0.9163
H 14.1479 22.6771 -4.0909
H 14.8235 24.0377 -3.2386
H 12.1875 24.0678 -4.0592
H 12.3555 24.4881 -2.3896
H 10.1781 21.8799 -1.4825
H 10.0071 23.3225 -2.4496
H 11.0045 23.2224 -0.9834
C 10.2244 20.3109 10.5590
C 9.2236 21.4212 10.5916
C 8.7887 21.7098 9.2072
N 7.9113 22.9465 9.1126
C 6.5576 22.6502 9.7366
C 5.4991 23.7248 9.3633
C 5.2812 23.7365 7.8728
C 6.5946 24.0791 7.1335
C 7.8206 23.1491 7.5243
C 8.5127 24.2460 9.8142
H 10.6567 20.2015 11.5536
H 11.0881 20.5318 9.9318
H 9.7907 19.3299 10.3653
H 9.7213 22.2326 11.1227
H 8.4174 21.0022 11.1938
H 8.2692 20.9089 8.6812
H 9.6349 21.9047 8.5483
H 6.2124 21.6426 9.5050
H 6.6309 22.7792 10.8165
H 4.6364 23.3637 9.9231
H 5.8527 24.6739 9.7661
H 5.0017 22.7059 7.6541
H 4.4930 24.4419 7.6100
H 6.3214 24.0858 6.0783
H 6.8872 25.1110 7.3275
H 7.6199 22.1780 7.0717
H 8.7412 23.5804 7.1314
H 8.2482 24.2515 10.8717
H 8.0150 25.0827 9.3240
H 9.5983 24.2031 9.7270
C 17.7821 28.9896 9.4413
C 17.3907 27.4985 9.7104
C 16.0528 27.1291 9.0061
N 15.6254 25.5946 8.9380
C 16.7413 24.8496 8.1345
C 16.2906 23.3542 7.9388
C 14.9518 23.2228 7.2817
C 13.8115 24.0715 7.8292
C 14.3164 25.5073 8.1250
C 15.4079 25.0566 10.3829
H 16.8874 29.5585 9.6943
H 17.8645 29.2402 8.3837
H 18.5672 29.5176 9.9826
H 17.3691 27.2989 10.7817
H 18.2083 26.8651 9.3661
H 16.0026 27.5276 7.9928
H 15.2274 27.6488 9.4928
H 16.9239 25.3375 7.1770
H 17.6735 24.9929 8.6810
H 17.0482 22.8127 7.3723
H 16.2948 22.8271 8.8929
H 14.9814 23.3875 6.2046
H 14.6095 22.1980 7.4252
H 12.9514 24.0598 7.1597
H 13.4794 23.6178 8.7629
H 14.5530 26.0433 7.2059
H 13.4221 25.9980 8.5090
H 14.6600 25.7494 10.7685
H 16.3779 25.0761 10.8798
H 15.0587 24.0366 10.5434
C 4.3103 17.4007 3.2349
C 5.1793 18.2923 2.3721
C 5.8237 19.4209 3.2676
N 6.7702 20.4018 2.4881
C 6.0174 21.0366 1.2817
C 6.8233 22.1570 0.6033
C 7.3944 23.2155 1.4983
C 8.0539 22.5643 2.7111
C 7.2107 21.5488 3.4643
C 8.0715 19.7256 1.9944
H 3.6832 18.0068 3.8887
H 4.8442 16.7340 3.9121
H 3.6217 16.7877 2.6533
H 4.4994 18.7658 1.6638
H 6.0202 17.8114 1.8723
H 6.4334 18.9158 4.0168
H 5.0416 20.0540 3.6866
H 5.1136 21.4311 1.7460
H 5.6977 20.2505 0.5977
H 6.2005 22.7131 -0.0974
H 7.5809 21.6674 -0.0088
H 6.5282 23.8393 1.7188
H 8.0809 23.7779 0.8654
H 8.2285 23.3676 3.4269
H 9.0366 22.1112 2.5804
H 6.2143 21.9468 3.6559
H 7.5556 21.1811 4.4307
H 8.7219 20.3345 1.3665
H 7.8590 18.7625 1.5304
H 8.5683 19.3478 2.8880
C 12.2270 13.8315 3.1186
C 12.2796 15.3697 3.3462
C 13.1786 16.0874 2.2698
N 13.3742 17.6189 2.4775
C 14.5401 18.0555 1.6631
C 14.3260 17.9748 0.1818
C 12.9754 18.6161 -0.3001
C 11.7483 18.2285 0.5880
C 12.1064 18.3415 2.0375
C 13.6205 17.9600 3.9786
H 11.6770 13.6176 2.2022
H 11.7470 13.1955 3.8623
H 13.2390 13.4741 2.9284
H 12.6360 15.5367 4.3626
H 11.2730 15.7874 3.3253
H 12.9322 15.9661 1.2150
H 14.2199 15.7757 2.3523
H 15.4437 17.5566 2.0134
H 14.7099 19.1180 1.8372
H 14.3649 16.9441 -0.1707
H 15.1770 18.5198 -0.2269
H 12.7514 18.4377 -1.3518
H 13.0773 19.6954 -0.1868
H 11.3407 17.2475 0.3440
H 10.8875 18.8069 0.2525
H 11.2767 18.0158 2.6649
H 12.3732 19.3783 2.2423
H 14.4362 17.3561 4.3762
H 12.7141 17.7250 4.5365
H 13.9257 18.9950 4.1323
C 14.1753 20.1909 9.9654
C 15.5959 20.0447 9.3163
C 16.1765 18.6050 9.5385
N 17.0885 18.0755 8.4263
C 17.5297 16.5688 8.8146
C 18.6697 16.5326 9.8948
C 19.7765 17.6196 9.6022
C 19.3064 19.0266 9.3874
C 18.3920 18.9766 8.1630
C 16.3779 17.9266 7.0894
H 13.5758 19.4139 9.4912
H 13.8186 21.2052 9.7858
H 14.4050 19.9508 11.0035
H 16.3215 20.6776 9.8273
H 15.5736 20.2670 8.2494
H 15.3211 17.9470 9.3858
H 16.6815 18.4688 10.4948
H 16.6401 16.0571 9.1819
H 17.8592 15.9844 7.9555
H 18.3237 16.8357 10.8830
H 18.9744 15.4939 10.0230
H 20.5121 17.5869 10.4058
H 20.2487 17.1720 8.7276
H 18.7114 19.4653 10.1884
H 20.1774 19.6793 9.3293
H 18.1072 19.9820 7.8529
H 18.9063 18.4870 7.3361
H 17.1372 17.5862 6.3854
H 15.9647 18.8419 6.6656
H 15.5519 17.2487 7.3045
C 9.0882 18.1600 5.8987
C 8.5629 16.9240 5.1149
C 9.0204 15.5370 5.6938
N 8.0807 14.3431 5.3737
C 8.4806 13.1288 6.2038
C 7.9484 11.8127 5.6776
C 8.2714 11.6260 4.2034
C 7.7360 12.8048 3.3885
C 8.2432 14.1517 3.8393
C 6.5806 14.6323 5.7328
H 8.3807 18.9885 5.8678
H 10.0299 18.4762 5.4500
H 9.3560 17.9624 6.9366
H 8.5301 17.0613 4.0341
H 7.5228 16.9581 5.4392
H 9.0469 15.6634 6.7761
H 9.9895 15.3307 5.2395
H 9.5684 13.1971 6.2139
H 8.2103 13.3240 7.2415
H 8.3805 11.0577 6.3344
H 6.8671 11.7534 5.8022
H 9.3542 11.5797 4.0867
H 7.7865 10.7538 3.7651
H 7.7531 12.6764 2.3062
H 6.6791 12.9817 3.5883
H 9.2720 14.2965 3.5099
H 7.6656 14.9650 3.3999
H 5.9341 13.7548 5.7244
H 6.2233 15.3336 4.9786
H 6.6315 14.9510 6.7739
C 12.2479 23.5345 11.4633
C 12.1914 25.0812 11.6167
O 12.7124 25.6669 12.6191
O 11.4831 25.7342 10.7652
H 12.2074 23.2305 10.4173
H 11.5013 23.0033 12.0535
H 13.2263 23.1708 11.7771
C 12.3031 17.2026 8.4963
C 13.1566 16.0659 7.9587
O 13.3301 16.0356 6.7194
O 13.7917 15.2452 8.6925
H 12.7731 18.1212 8.1448
H 12.2973 17.2368 9.5857
H 11.2518 17.1000 8.2276
C 11.9120 20.8607 6.8465
F 13.1941 20.4855 6.6736
F 11.2046 19.7340 7.1963
F 11.8323 21.7597 7.8836
S 11.2016 21.5933 5.1722
O 10.9811 20.4640 4.2810
O 9.9797 22.3528 5.5391
O 12.3371 22.4344 4.7139
*
```



3.
Computed, not measured: a structure of composition C46H52AsCl2N3O5S2SiTi, with ωB97M-V/def2-TZVPD.

Results
gap between HOMO and LUMO (spin up / spin down)	0.2582 / 0.2617	Ha
energy above the lowest of the compared OMol25 structures with the same formula, charge and spin	0.0	kcal per mole
maximum force	0.0070	Eh/bohr

Geometry as ORCA input:
```
! wB97M-V def2-TZVPD RIJCOSX def2/J DEFGRID3
* xyz 1 2
Ti 0.3957 -0.4600 0.0107
Cl -1.2404 -0.0781 2.0013
C -0.0698 0.3124 3.2598
C -0.5539 1.0747 4.3079
C 0.2900 1.3879 5.3556
C 1.5972 0.9270 5.3376
C 2.0549 0.1658 4.2766
Cl 3.6903 -0.3922 4.3306
C 1.2410 -0.1679 3.1769
S 1.8760 -1.1383 1.8650
H -1.5797 1.4179 4.2942
H -0.0668 1.9885 6.1805
H 2.2752 1.1580 6.1475
N -1.6582 -0.6705 -3.7162
C -2.6649 0.1249 -3.1897
C -3.8721 0.5805 -3.7069
C -4.6232 1.3957 -2.8839
C -4.1872 1.7500 -1.5944
C -2.9907 1.2929 -1.0852
C -2.2284 0.4612 -1.9031
N -1.0006 -0.1315 -1.6780
C -0.6885 -0.7713 -2.7783
C 0.6031 -1.4368 -2.8926
C 1.1275 -2.2035 -3.8802
S 2.7245 -2.6583 -3.4795
C 2.5965 -1.8160 -2.0007
N 1.4519 -1.2296 -1.8257
H -1.6213 -1.0376 -4.6517
H -4.2039 0.3221 -4.7035
H -5.5669 1.7806 -3.2457
H -4.8015 2.4081 -0.9944
H -2.6323 1.5802 -0.1050
H 0.6748 -2.5135 -4.8078
H 3.4012 -1.7795 -1.2802
C -1.8176 5.0872 0.2366
C -0.3851 4.6372 0.4812
C -0.2855 3.8543 1.7872
C 0.5628 5.8300 0.4889
O -0.0513 3.7869 -0.6322
Si 1.1067 2.6524 -0.7631
O 0.7750 1.3289 0.1279
O 2.5268 3.3149 -0.3224
C 3.7462 2.7181 0.1509
C 4.0259 1.4000 -0.5684
C 3.6141 2.4919 1.6522
C 4.8448 3.7252 -0.1555
O 1.0782 2.1078 -2.3069
C 1.1827 2.7968 -3.5609
C 2.1010 1.9539 -4.4366
C 1.7565 4.1993 -3.3886
C -0.2225 2.8607 -4.1468
H -2.1466 5.7714 1.0195
H -2.4838 4.2223 0.2208
H -1.8884 5.5938 -0.7264
H -0.5886 4.4822 2.6266
H 0.7369 3.5124 1.9643
H -0.9364 2.9778 1.7493
H 0.3027 6.5153 1.2968
H 0.4962 6.3660 -0.4589
H 1.5901 5.4920 0.6234
H 3.2907 0.6483 -0.2777
H 5.0169 1.0372 -0.2918
H 3.9898 1.5429 -1.6504
H 2.7984 1.7951 1.8521
H 3.4032 3.4397 2.1515
H 4.5344 2.0747 2.0638
H 4.9313 3.8760 -1.2329
H 5.8022 3.3699 0.2274
H 4.6143 4.6842 0.3091
H 3.1047 1.9234 -4.0103
H 2.1641 2.3734 -5.4419
H 1.7215 0.9309 -4.5051
H 2.7365 4.1529 -2.9118
H 1.0994 4.8088 -2.7675
H 1.8624 4.6772 -4.3630
H -0.6143 1.8493 -4.2808
H -0.2213 3.3652 -5.1142
H -0.8813 3.4001 -3.4641
O -0.3582 -2.3623 -0.0688
As -1.0354 -3.5798 0.8634
C -0.2395 -3.7826 2.5798
C -0.6765 -3.0338 3.6650
C 0.0442 -3.0795 4.8477
C 1.1826 -3.8691 4.9404
C 1.5968 -4.6372 3.8599
C 0.8858 -4.5965 2.6716
C -0.7404 -5.1781 -0.1372
C -1.4973 -6.3223 0.0813
C -1.2297 -7.4650 -0.6565
C -0.2118 -7.4601 -1.6013
C 0.5406 -6.3131 -1.8164
C 0.2763 -5.1636 -1.0851
C -2.8948 -3.2175 1.0617
C -3.4755 -2.3114 0.1822
C -4.8250 -2.0160 0.3048
C -5.5804 -2.6299 1.2953
C -4.9944 -3.5356 2.1699
C -3.6433 -3.8320 2.0601
H -1.5552 -2.4061 3.5899
H -0.2746 -2.4854 5.6945
H 1.7492 -3.8874 5.8618
H 2.4789 -5.2583 3.9380
H 1.2123 -5.1785 1.8184
H -2.2929 -6.3229 0.8172
H -1.8158 -8.3594 -0.4935
H -0.0032 -8.3538 -2.1741
H 1.3347 -6.3148 -2.5519
H 0.8480 -4.2576 -1.2450
H -2.8731 -1.8332 -0.5807
H -5.2806 -1.3036 -0.3711
H -6.6330 -2.3977 1.3895
H -5.5867 -4.0058 2.9434
H -3.1751 -4.5214 2.7527
*
```



4.
Computed, not measured: a structure of composition C19H23MnN2O2S2Se3 in a non-equilibrium geometry, with ωB97M-V/def2-TZVPD.

Results
gap between HOMO and LUMO (spin up / spin down)	0.2339 / 0.2611	Ha
energy above the lowest of the compared OMol25 structures with the same formula, charge and spin	18.2	kcal per mole
maximum force	0.0223	Eh/bohr

Geometry as ORCA input:
```
! wB97M-V def2-TZVPD RIJCOSX def2/J DEFGRID3
* xyz 1 4
Mn -0.5170 -1.0244 -0.3442
C -2.5438 -0.7139 -3.3375
C -2.6536 -1.9121 -2.4620
N -1.8469 -2.1879 -1.4645
C -2.1994 -3.3632 -0.8301
C -3.2943 -3.9711 -1.3436
S -3.8852 -3.0664 -2.6651
C -1.3453 -3.8011 0.2708
C -1.4169 -4.9624 0.9649
S -0.1828 -5.0004 2.1383
C 0.3718 -3.4748 1.6408
N -0.3218 -2.9518 0.6555
C 1.5371 -2.8217 2.2931
H -1.5422 -0.2918 -3.2649
H -3.2547 0.0524 -3.0294
H -2.7378 -0.9775 -4.3760
H -3.7678 -4.8815 -1.0211
H -2.1129 -5.7734 0.8444
H 1.8969 -3.4055 3.1379
H 1.2558 -1.8336 2.6516
H 2.3511 -2.7231 1.5745
O 4.0835 1.4280 -0.8657
C 4.5627 1.5844 0.4541
C 3.3971 1.5748 1.4346
C 4.0355 1.6701 2.8388
O 3.0152 1.5999 3.8163
C 2.6028 0.2754 1.3939
Se 1.4170 0.2023 -0.1691
C 2.4665 2.7766 1.2665
Se 1.1071 2.5470 -0.1171
H 4.7939 1.6302 -1.4822
H 5.1020 2.5307 0.5753
H 5.2513 0.7716 0.7191
H 4.5830 2.6164 2.9102
H 4.7527 0.8520 2.9669
H 3.3954 1.7434 4.6878
H 1.9669 0.2039 2.2725
H 3.2588 -0.5904 1.3274
H 3.0369 3.6639 0.9929
H 1.9375 2.9593 2.1984
Se -2.1517 0.3659 0.6734
C -2.7367 1.5683 -0.6965
C -1.9302 2.0050 -1.7412
C -2.4170 2.8879 -2.6948
C -3.7213 3.3529 -2.6149
C -4.5315 2.9262 -1.5704
C -4.0463 2.0401 -0.6206
H -0.9075 1.6485 -1.8256
H -1.7706 3.2111 -3.5003
H -4.1025 4.0429 -3.3550
H -5.5496 3.2842 -1.4933
H -4.6911 1.7125 0.1846
*
```



5.
Computed, not measured: a structure of composition C3H4N2O2 in a non-equilibrium geometry, with ωB97M-V/def2-TZVPD.

Results
gap between HOMO and LUMO	0.3417	Ha
energy above the lowest of the compared OMol25 structures with the same formula, charge and spin	90.0	kcal per mole
maximum force	0.0648	Eh/bohr

Geometry as ORCA input:
```
! wB97M-V def2-TZVPD RIJCOSX def2/J DEFGRID3
* xyz 0 1
C -1.4892 -0.2938 -0.0633
N -0.1270 -0.0499 0.2482
N 0.7214 -1.2220 0.2849
C 1.6693 -0.5797 -0.2671
O 1.8355 0.7589 0.0758
C 0.5462 1.1150 0.4451
O 0.1504 2.1885 0.8089
H -1.6209 -0.8601 -1.0001
H -1.8941 -0.8602 0.7679
H -1.9597 0.6828 -0.1590
H 2.1822 -0.8731 -1.1638
*
```